(1)
{"formula": "C69H75Br2F4NO3", "method": "wB97M-V/def2-TZVPD", "charge": 0, "e_homo_ev": -9.16, "spin_multiplicity": 1, "largest_force_ev_per_a": 3.076, "gap_ev": 7.96, "species": ["C", "O", "C", "C", "C", "C", "C", "C", "C", "C", "C", "C", "C", "C", "C", "C", "C", "C", "N", "C", "O", "C", "C", "C", "F", "C", "C", "C", "C", "F", "Br", "C", "F", "F", "Br", "C", "O", "H", "H", "H", "H", "H", "H", "H", "H", "H", "H", "H", "H", "H", "H", "H", "H", "H", "H", "H", "H", "H", "H", "H", "H", "H", "H", "H", "H", "H", "H", "H", "H", "H", "C", "C", "C", "C", "C", "C", "H", "H", "H", "H", "H", "H", "C", "C", "C", "C", "C", "C", "H", "H", "H", "H", "H", "H", "C", "C", "C", "C", "C", "C", "H", "H", "H", "H", "H", "H", "C", "C", "C", "C", "C", "C", "H", "H", "H", "H", "H", "H", "C", "C", "C", "C", "C", "C", "H", "H", "H", "H", "H", "H", "C", "C", "C", "C", "C", "C", "H", "H", "H", "H", "H", "H", "C", "C", "C", "C", "C", "C", "H", "H", "H", "H", "H", "H"], "positions_angstrom": [[-2.091, -5.211, 3.583], [-1.598, -3.899, 3.855], [-0.233, -3.930, 4.294], [0.754, -3.145, 3.370], [0.674, -1.560, 3.566], [0.776, -0.792, 2.197], [-0.613, -0.648, 1.437], [-0.520, -1.043, -0.124], [-1.017, -2.542, -0.228], [-0.626, -3.224, -1.591], [0.792, -3.909, -1.591], [1.083, -4.810, -0.362], [2.335, -4.895, 0.181], [3.555, -4.073, -0.347], [4.697, -4.847, -0.807], [5.869, -4.089, -1.264], [5.778, -2.617, -1.216], [4.529, -2.051, -0.737], [3.435, -2.721, -0.288], [2.655, -5.828, 1.392], [3.627, -5.677, 2.096], [1.706, -7.036, 1.690], [2.293, -8.216, 2.513], [2.289, -7.863, 4.063], [3.612, -8.065, 4.525], [0.449, -6.956, 1.172], [-0.577, -8.103, 1.389], [-0.735, -8.869, 0.004], [-1.984, -9.820, -0.042], [-2.087, -10.283, -1.366], [-1.627, -11.401, 1.091], [-3.345, -9.041, 0.298], [-4.320, -9.539, -0.558], [-3.267, -7.702, 0.051], [-3.932, -9.463, 2.125], [0.000, -5.716, 0.322], [-1.191, -5.521, 0.243], [-3.029, -5.101, 2.965], [-2.395, -5.781, 4.505], [-1.358, -5.771, 2.949], [0.076, -5.013, 4.392], [-0.133, -3.492, 5.330], [0.670, -3.416, 2.280], [1.797, -3.461, 3.670], [1.556, -1.285, 4.215], [-0.232, -1.269, 4.168], [1.523, -1.273, 1.499], [1.154, 0.261, 2.356], [-1.400, -1.275, 1.947], [-0.967, 0.417, 1.552], [0.507, -0.882, -0.545], [-1.285, -0.394, -0.631], [-0.702, -3.108, 0.684], [-2.145, -2.500, -0.181], [-1.452, -3.919, -1.912], [-0.612, -2.410, -2.373], [1.553, -3.117, -1.780], [0.820, -4.589, -2.495], [4.658, -5.956, -0.768], [6.785, -4.615, -1.623], [6.665, -2.042, -1.555], [4.466, -0.931, -0.722], [3.356, -8.354, 2.167], [1.794, -9.202, 2.298], [2.074, -6.761, 4.132], [1.531, -8.445, 4.638], [-1.540, -7.702, 1.792], [-0.232, -8.873, 2.133], [-0.754, -8.092, -0.810], [0.222, -9.445, -0.136], [0.583, 4.536, -1.766], [0.393, 3.914, -0.539], [1.146, 2.798, -0.201], [2.100, 2.309, -1.086], [2.293, 2.934, -2.313], [1.531, 4.045, -2.655], [-0.009, 5.405, -2.031], [-0.347, 4.300, 0.154], [0.993, 2.308, 0.755], [2.692, 1.440, -0.820], [3.037, 2.554, -3.004], [1.677, 4.529, -3.614], [-3.728, 1.793, -2.136], [-5.085, 1.966, -2.380], [-5.620, 3.246, -2.451], [-4.797, 4.354, -2.288], [-3.439, 4.180, -2.048], [-2.906, 2.901, -1.967], [-3.310, 0.794, -2.077], [-5.726, 1.102, -2.514], [-6.680, 3.381, -2.636], [-5.214, 5.353, -2.349], [-2.795, 5.044, -1.922], [-1.848, 2.767, -1.775], [4.356, 4.585, 1.796], [3.092, 4.939, 2.250], [2.929, 5.442, 3.535], [4.034, 5.600, 4.364], [5.299, 5.248, 3.909], [5.460, 4.737, 2.627], [4.481, 4.190, 0.795], [2.231, 4.823, 1.601], [1.942, 5.712, 3.891], [3.908, 5.996, 5.365], [6.160, 5.373, 4.555], [6.446, 4.458, 2.274], [-2.145, 7.439, -0.418], [-3.503, 7.616, -0.660], [-4.036, 8.897, -0.729], [-3.209, 10.003, -0.567], [-1.851, 9.826, -0.329], [-1.320, 8.545, -0.250], [-1.730, 6.439, -0.360], [-4.146, 6.754, -0.793], [-5.095, 9.035, -0.911], [-3.624, 11.002, -0.626], [-1.207, 10.689, -0.204], [-0.262, 8.407, -0.059], [-3.104, -0.029, 8.049], [-2.432, -0.970, 7.278], [-2.884, -1.272, 5.999], [-4.003, -0.625, 5.488], [-4.673, 0.318, 6.258], [-4.226, 0.614, 7.540], [-2.753, 0.204, 9.048], [-1.555, -1.469, 7.674], [-2.365, -2.011, 5.399], [-4.353, -0.857, 4.488], [-5.544, 0.824, 5.858], [-4.751, 1.346, 8.142], [-0.756, 6.284, -6.954], [-2.020, 6.637, -6.500], [-2.183, 7.139, -5.214], [-1.078, 7.296, -4.385], [0.188, 6.947, -4.842], [0.349, 6.436, -6.124], [-0.630, 5.890, -7.957], [-2.881, 6.521, -7.148], [-3.170, 7.408, -4.857], [-1.204, 7.692, -3.383], [1.050, 7.071, -4.196], [1.335, 6.159, -6.477], [1.439, 2.918, -6.976], [1.250, 2.295, -5.749], [2.005, 1.178, -5.412], [2.957, 0.689, -6.299], [3.149, 1.315, -7.525], [2.388, 2.426, -7.866], [0.848, 3.786, -7.240], [0.512, 2.680, -5.054], [1.852, 0.688, -4.457], [3.549, -0.179, -6.034], [3.893, 0.935, -8.216], [2.534, 2.910, -8.824]], "mulliken_charge": [-0.496, -0.224, -0.704, 0.795, -0.890, -0.187, -0.957, 0.050, 0.583, -1.022, -0.919, 0.443, 0.679, -0.682, -0.766, -0.421, -0.794, 0.014, -0.022, 0.745, -0.640, 0.603, -1.133, 0.113, -0.349, -0.379, -0.538, -0.821, 0.288, -0.336, -0.067, 0.658, -0.253, -0.171, -0.103, 0.772, -0.638, 0.247, 0.326, -0.113, 0.240, 0.313, -0.675, 0.437, 0.401, 0.201, -0.023, 0.335, 0.429, 0.491, 0.200, -0.234, -0.614, 0.286, 0.372, 0.442, 0.383, 0.372, 0.394, 0.378, 0.373, 0.221, 0.430, 0.477, -0.083, 0.312, 0.144, 0.593, 0.264, 0.499, 0.076, -0.841, -0.711, -0.676, -0.724, -0.458, 0.325, 0.501, 0.668, 0.669, 0.600, 0.485, -0.557, -0.441, -0.593, -0.390, 0.021, -0.211, 0.426, 0.367, 0.360, 0.440, 0.225, 0.368, -0.405, -0.037, -0.571, -0.319, -0.407, -0.434, 0.410, 0.314, 0.367, 0.361, 0.354, 0.360, -0.176, -0.447, -0.535, -0.432, -0.424, -0.527, 0.511, 0.439, 0.396, 0.374, 0.384, 0.428, -0.412, -0.440, -0.126, -0.594, -0.401, -0.396, 0.360, 0.370, 0.530, 0.379, 0.357, 0.353, -0.573, -0.429, -0.540, -0.195, -0.410, -0.374, 0.423, 0.386, 0.427, 0.425, 0.457, 0.459, -0.129, -0.577, -0.500, -0.540, -0.322, -0.571, 0.376, 0.557, 0.582, 0.381, 0.361, 0.382]}

(2)
{"formula": "C3H5FS2", "method": "wB97M-V/def2-TZVPD", "charge": 0, "relative_energy_kcal_mol": 106.4, "e_homo_ev": -8.63, "spin_multiplicity": 1, "largest_force_ev_per_a": 5.792, "gap_ev": 8.51, "species": ["C", "C", "C", "H", "H", "H", "H", "H", "F", "S", "S"], "positions_angstrom": [[-2.093, -0.668, 0.176], [0.549, 0.064, 0.133], [-0.122, 1.446, 0.381], [-2.237, -0.974, 1.448], [-2.956, -1.507, -0.551], [-2.182, 0.769, -0.146], [-0.414, 1.515, 1.460], [0.644, 2.238, 0.033], [-1.193, 1.543, -0.450], [-0.389, -1.189, -0.101], [2.131, -0.122, -0.045]], "nbo_charge": [-0.983, -0.466, -0.023, 0.227, 0.257, 0.391, 0.209, 0.227, -0.322, 0.501, -0.018]}

(3)
{"formula": "H9N3Si2", "method": "wB97M-V/def2-TZVPD", "charge": 0, "relative_energy_kcal_mol": 45.4, "e_homo_ev": -7.69, "spin_multiplicity": 1, "largest_force_ev_per_a": 3.444, "gap_ev": 8.24, "species": ["N", "N", "N", "Si", "Si", "H", "H", "H", "H", "H", "H", "H", "H", "H"], "positions_angstrom": [[-0.895, 0.358, -1.724], [-1.844, -0.829, 0.545], [-1.185, 1.928, 0.638], [2.009, -0.889, 0.178], [-0.730, 0.412, -0.013], [-1.106, -0.483, -2.291], [-0.505, 1.042, -2.424], [-2.125, -0.990, 1.480], [-1.527, -1.618, -0.001], [-0.469, 2.478, 1.049], [-2.197, 2.001, 0.926], [2.513, -0.839, 1.519], [1.724, -2.292, -0.042], [3.004, -0.454, -0.722]], "nbo_charge": [-1.368, -1.304, -1.343, 0.320, 1.788, 0.401, 0.409, 0.401, 0.382, 0.407, 0.420, -0.173, -0.168, -0.170]}

(4)
{"formula": "C33H34F5N4O3TeZn", "method": "wB97M-V/def2-TZVPD", "charge": 1, "relative_energy_kcal_mol": 25.5, "e_homo_ev": [-10.24, -11.35], "spin_multiplicity": 1, "largest_force_ev_per_a": 2.917, "gap_ev": [2.97, 4.83], "species": ["Zn", "C", "C", "C", "C", "C", "C", "C", "C", "N", "C", "C", "C", "C", "N", "C", "C", "C", "C", "C", "C", "C", "C", "H", "H", "H", "H", "H", "H", "H", "H", "H", "H", "H", "H", "H", "H", "H", "H", "H", "H", "H", "H", "H", "H", "H", "H", "O", "C", "O", "C", "C", "C", "C", "C", "C", "N", "C", "C", "C", "C", "C", "C", "N", "H", "H", "H", "H", "H", "H", "H", "H", "H", "H", "F", "Te", "F", "F", "F", "F", "O"], "positions_angstrom": [[11.957, 11.930, 8.878], [13.819, 13.182, 6.176], [14.887, 12.789, 7.155], [16.218, 12.544, 6.763], [17.238, 12.251, 7.655], [16.927, 12.123, 8.994], [15.635, 12.243, 9.463], [15.356, 11.848, 10.889], [14.590, 12.729, 8.571], [13.371, 13.166, 9.039], [12.977, 14.370, 9.660], [14.166, 15.192, 10.064], [10.720, 14.387, 9.466], [9.459, 15.256, 9.657], [10.425, 13.148, 8.776], [9.218, 12.700, 8.285], [8.156, 12.169, 9.071], [8.199, 12.155, 10.557], [7.008, 11.706, 8.465], [6.854, 11.577, 7.086], [7.912, 12.048, 6.299], [9.015, 12.674, 6.845], [9.933, 13.399, 5.935], [14.112, 13.017, 5.126], [13.557, 14.254, 6.287], [12.927, 12.577, 6.392], [16.400, 12.644, 5.714], [18.272, 12.120, 7.255], [17.700, 11.945, 9.760], [16.139, 12.238, 11.545], [15.340, 10.717, 10.926], [14.369, 12.206, 11.203], [14.814, 15.365, 9.227], [14.698, 14.664, 10.868], [13.784, 16.140, 10.430], [8.932, 14.963, 10.581], [8.783, 15.060, 8.782], [9.644, 16.339, 9.676], [9.053, 12.742, 10.960], [8.188, 11.122, 10.949], [7.252, 12.610, 10.975], [6.191, 11.399, 9.138], [5.956, 11.156, 6.626], [7.826, 11.976, 5.200], [9.898, 12.954, 4.905], [10.968, 13.399, 6.272], [9.625, 14.449, 5.774], [11.483, 5.924, 14.015], [11.821, 7.218, 14.363], [12.103, 7.411, 15.519], [11.732, 8.328, 13.380], [11.568, 8.256, 11.984], [11.537, 9.378, 11.163], [11.708, 10.661, 11.734], [11.866, 10.761, 13.151], [11.830, 9.627, 13.933], [11.678, 11.811, 10.946], [11.585, 12.993, 11.506], [11.739, 14.228, 10.781], [11.646, 15.412, 11.704], [11.624, 16.729, 11.294], [11.830, 17.252, 9.961], [11.975, 16.491, 8.794], [11.939, 15.116, 8.755], [11.453, 5.773, 13.041], [11.458, 7.274, 11.502], [11.389, 9.268, 10.080], [12.026, 11.754, 13.597], [12.031, 9.726, 14.988], [11.429, 13.097, 12.570], [11.685, 15.205, 12.785], [11.537, 17.486, 12.063], [11.821, 18.320, 9.892], [12.170, 17.019, 7.866], [14.254, 9.598, 6.737], [12.887, 8.721, 7.700], [13.830, 9.037, 9.343], [13.988, 7.163, 7.560], [12.039, 8.228, 6.045], [11.667, 7.606, 8.636], [11.808, 10.245, 7.937]], "mulliken_charge": [0.644, -0.749, 0.937, -0.978, -0.861, -0.732, 1.216, -1.092, -0.952, 0.639, 0.869, -1.814, 0.753, -1.482, -0.129, -1.682, 2.062, -1.599, -0.601, -0.822, -0.953, 1.602, -1.083, 0.502, 0.243, -0.261, 0.515, 0.374, 0.459, 0.521, 0.314, -0.097, 0.300, 0.219, 0.687, 0.232, 0.311, 0.608, -0.115, 0.427, 0.447, 0.428, 0.439, 0.395, 0.449, -0.092, 0.302, -0.480, 0.515, -0.526, 0.728, -0.563, -0.798, 0.235, -0.099, -1.373, 1.797, -0.926, 1.516, -0.796, -0.873, -1.073, -0.494, -0.044, 0.316, 0.152, 0.475, 0.336, 0.448, 0.702, 0.399, 0.464, 0.481, 0.571, -0.419, 2.236, -0.483, -0.378, -0.411, -0.430, -1.002]}